[1]
Computed, not measured: a cluster of 2 separate species, C3H7O3PS in total, with ωB97M-V with the def2-TZVPD basis set.

Last column: Mulliken charge in e.
Cartesian coordinates (Å):
C1 -1.31884 -1.46399 -0.13722  -0.83
C2 -1.85685 -0.12703 0.29523  -0.11
C3 -1.42212 1.10531 -0.18450  -0.73
O1 4.01258 0.59528 0.44470  -0.69
O2 1.59132 1.00121 0.99017  -0.49
O3 2.35432 -1.25864 -0.15594  -0.69
P1 2.67969 0.18645 -0.00891  0.64
S1 -2.09927 2.64947 0.23861  -0.63
H1 -0.27177 -1.58051 -0.03659  0.19
H2 -1.56411 -1.56987 -1.26816  0.19
H3 -1.97588 -2.29571 0.18887  0.30
H4 2.48593 0.70354 -1.27315  -0.10
H5 -2.45421 -0.26876 1.11183  0.36
H6 -0.78321 1.21914 -1.11228  0.28
H7 0.62242 1.10411 0.90735  0.31

Atoms 1-2, force components in eV/Å:
C -2.251 -0.074 -3.233
C 3.059 1.441 -2.280

Values from the calculation:
E_LUMO   5.8 eV
Total charge   -2
Spin multiplicity   1
HOMO-LUMO gap   0.2099 hartree
ΔE to the lowest compared entry with this formula, charge and spin   8.0 kcal per mole
Strongest force on any atom   0.0793 Eh/bohr

=====

[2]
Computed, not measured: a structure of composition C31H40Br42N2O6, with ωB97M-V with the def2-TZVPD basis set.

Last column: Mulliken charge in e.
Cartesian coordinates (Å):
C1 -3.04840 2.27261 -5.42979  -0.26
C2 -2.10796 2.72201 -4.82456  -0.24
C3 -0.94085 3.33904 -4.19900  -1.49
C4 -1.30785 4.49242 -3.25102  1.55
C5 -1.62935 5.69760 -4.18994  -0.27
C6 -0.43914 6.61394 -4.41378  -0.17
O1 -0.53062 7.80180 -4.33799  -0.50
O2 -0.03141 4.82077 -2.67572  -0.43
C7 -0.25589 5.30913 -1.42966  0.21
O3 0.42716 6.06440 -0.82953  -0.63
O4 -1.39704 4.75074 -0.99660  0.33
C8 -2.22897 4.23604 -2.05318  1.73
C9 -2.57171 2.77143 -1.75620  -2.21
C10 -2.67533 2.46067 -0.25193  0.15
C11 -2.56689 0.92062 -0.08766  -1.39
C12 -1.25898 0.52225 0.62911  -0.74
N1 -1.45315 -0.24981 1.86556  0.03
C13 -1.12295 -1.59719 1.72572  0.55
C14 -2.18654 -2.65364 1.57416  -1.28
O5 0.02748 -1.94516 1.71898  -0.49
C15 -3.57223 4.98153 -1.98697  -1.89
C16 -3.48096 6.47313 -1.64151  0.60
O6 -3.87377 6.73590 -0.31477  -0.43
C17 -4.35437 7.30378 -2.62686  -1.21
N2 -3.69441 8.52271 -3.12670  -0.66
H1 -3.85958 1.69132 -5.76355  0.49
H2 -0.35720 3.76720 -5.00651  0.75
H3 -0.32827 2.59300 -3.70359  0.10
H4 -2.47372 6.30297 -3.88795  -0.67
H5 -1.87111 5.32099 -5.18409  0.67
H6 0.53763 6.19240 -4.69119  0.38
H7 -1.86911 2.06557 -2.18795  0.58
H8 -3.54727 2.56944 -2.18507  0.25
H9 -1.88218 2.89655 0.33356  -0.15
H10 -3.66885 2.72741 0.08740  0.47
H11 -3.44527 0.50779 0.40208  0.68
H12 -2.53721 0.42268 -1.05410  0.53
H13 -0.65416 1.40063 0.84068  0.58
H14 -0.66882 -0.08826 -0.05010  0.01
H15 -2.39204 -0.15638 2.21714  0.31
H16 -3.15594 -2.24281 1.31122  0.34
H17 -2.30428 -3.12087 2.54485  0.36
H18 -1.86881 -3.39822 0.86622  0.34
H19 -4.13961 4.51606 -1.18592  0.80
H20 -4.11257 4.76498 -2.90295  0.44
H21 -2.45646 6.81602 -1.80874  -0.03
H22 -4.25658 7.61060 -0.33387  0.40
H23 -5.29721 7.55878 -2.14053  0.58
H24 -4.63973 6.71590 -3.49527  0.29
H25 -3.58957 8.42526 -4.12230  0.30
H26 -2.74866 8.61300 -2.78205  0.35
C18 -3.42480 -11.71906 4.30655  0.11
Br1 -3.50638 -9.90087 4.92515  -0.04
Br2 -5.14533 -12.41233 3.83032  0.01
Br3 -2.19973 -11.95047 2.83105  0.05
H27 -3.05282 -12.30647 5.12929  -0.11
C19 2.79586 0.73544 -1.27780  -0.33
Br4 2.28428 0.39766 -3.11024  -0.08
Br5 2.71373 2.61537 -0.85494  -0.02
Br6 1.75707 -0.31988 -0.04893  0.11
H28 3.82686 0.43074 -1.17539  0.36
C20 -1.17502 -15.08320 6.65630  -0.33
Br7 -1.31199 -13.31604 7.42006  -0.06
Br8 -2.86581 -15.73297 5.98141  0.03
Br9 0.23818 -15.17308 5.35721  0.01
H29 -0.90286 -15.74745 7.46222  0.35
C21 2.24362 -11.62648 3.91459  -0.23
Br10 3.50804 -10.24278 3.44781  0.02
Br11 2.00942 -12.88643 2.47702  -0.04
Br12 2.79749 -12.50534 5.53755  0.00
H30 1.28294 -11.16962 4.10107  0.30
C22 2.79837 8.01165 1.42070  0.49
Br13 4.19612 6.71591 1.70720  -0.02
Br14 2.09115 8.67886 3.08605  -0.03
Br15 3.37616 9.44203 0.26861  0.03
H31 1.99115 7.50043 0.91463  -0.42
C23 6.34588 12.83914 -0.46231  -0.29
Br16 6.05241 12.35174 1.37526  -0.01
Br17 7.98277 12.08473 -1.14656  -0.02
Br18 4.83875 12.38938 -1.57362  -0.02
H32 6.45453 13.91267 -0.49387  0.33
C24 6.93342 -9.06108 5.67011  -0.30
Br19 6.37481 -7.51025 6.67120  -0.03
Br20 6.02189 -10.65407 6.25072  0.00
Br21 6.75104 -8.77505 3.77421  -0.06
H33 7.98391 -9.20691 5.86913  0.34
C25 -1.16891 1.66603 -9.35644  -0.42
Br22 -1.77878 2.70783 -10.86316  -0.03
Br23 -1.61916 2.49713 -7.65941  0.10
Br24 -1.82154 -0.14353 -9.43142  -0.03
H34 -0.09177 1.61802 -9.42133  0.34
C26 9.41928 14.21012 -4.00762  0.17
Br25 8.32885 15.71468 -3.50216  -0.01
Br26 9.10826 13.68823 -5.83492  0.00
Br27 11.28609 14.53661 -3.66431  -0.01
H35 9.12087 13.38143 -3.38453  -0.16
C27 -5.33835 -16.36360 2.04853  -0.32
Br28 -3.63421 -15.47215 1.95287  0.03
Br29 -6.17188 -16.16259 3.78056  -0.06
Br30 -6.51499 -15.81112 0.62760  -0.02
H36 -5.14903 -17.41714 1.91255  0.35
C28 4.53707 -4.66360 4.08909  -0.28
Br31 5.08751 -3.02821 4.97115  -0.03
Br32 2.91326 -4.49320 3.06609  0.04
Br33 6.00557 -5.30735 3.02040  0.01
H37 4.34650 -5.38162 4.87309  0.26
C29 3.37460 0.56108 3.77956  -0.38
Br34 1.61471 -0.07716 4.22492  0.01
Br35 4.29892 -0.67277 2.62724  -0.03
Br36 3.32236 2.33783 3.03358  0.01
H38 3.93695 0.61988 4.69893  0.36
C30 -1.99869 5.10066 3.40749  -0.31
Br37 -1.13512 5.35687 1.70617  0.03
Br38 -2.93446 6.68557 3.97691  -0.07
Br39 -3.15512 3.55474 3.40306  -0.07
H39 -1.22579 4.91117 4.13669  0.41
C31 -2.27727 -10.72326 -2.41621  -0.34
Br40 -3.90446 -11.66864 -1.99089  -0.01
Br41 -2.63130 -8.97458 -3.14267  -0.02
Br42 -1.07771 -10.64247 -0.90777  0.01
H40 -1.77782 -11.29249 -3.18486  0.35

Atoms 1-2, force components in eV/Å:
C 0.466 0.143 1.710
C -0.646 -0.011 0.040

Values from the calculation:
E_LUMO   -0.2 eV
Spin multiplicity   1
HOMO-LUMO gap   0.3421 hartree
Strongest force on any atom   0.0467 Eh/bohr

=====

[3]
Computed, not measured: a structure of composition C43H43BrF4N3O4P2RuS3, with ωB97M-V with the def2-TZVPD basis set.

Last column: Mulliken spin population.
Cartesian coordinates (Å):
Ru1 0.12400 0.00548 0.16721  3.21
F1 6.32478 1.58857 -3.61217  0.01
C1 5.05390 1.74970 -3.14569  0.46
C2 4.59215 3.03047 -2.78259  0.03
F2 5.29009 4.11643 -3.20894  -0.03
C3 3.43226 3.17647 -2.09046  0.11
F3 2.99530 4.44984 -1.87685  0.00
C4 2.60596 2.09210 -1.65964  0.26
P1 1.33392 2.24979 -0.43151  0.12
C5 2.09597 3.09848 1.00505  -0.04
C6 2.27160 4.47677 1.09652  0.03
C7 2.92042 5.03151 2.18910  -0.01
C8 3.40439 4.21375 3.20111  0.02
C9 3.23517 2.83817 3.11678  -0.01
C10 2.58203 2.28503 2.02789  0.07
C11 0.19411 3.55989 -1.05159  -0.02
C12 0.15645 3.91456 -2.39818  0.04
C13 -0.79951 4.79288 -2.88140  0.00
C14 -1.74249 5.34052 -2.02443  0.01
C15 -1.70316 5.01728 -0.67612  -0.01
C16 -0.74390 4.14026 -0.19719  0.01
C17 3.10276 0.80223 -2.08311  0.15
Br1 2.04475 -0.76903 -1.85595  0.12
C18 4.27002 0.65362 -2.78293  -0.15
F4 4.69913 -0.56882 -3.16922  0.00
H1 1.90230 5.11954 0.30822  0.00
H2 3.05115 6.10530 2.24531  0.00
H3 3.90974 4.64885 4.05582  0.00
H4 3.60471 2.19093 3.90202  0.00
H5 2.43309 1.21453 1.96047  -0.01
H6 0.89592 3.50166 -3.06790  0.01
H7 -0.80608 5.04779 -3.93396  0.00
H8 -2.49839 6.01783 -2.40308  0.00
H9 -2.42407 5.44278 0.01106  0.00
H10 -0.72900 3.91079 0.85947  0.01
N1 -0.30426 1.07194 -3.52907  0.00
C19 -1.55656 0.90028 -3.07501  0.02
N2 -1.85216 0.45999 -1.89640  -0.05
C20 -3.23165 0.29196 -1.79334  0.01
C21 -3.90403 -0.29222 -0.72222  0.02
C22 -5.28271 -0.37197 -0.75811  0.00
C23 -6.01344 0.10602 -1.84573  0.00
C24 -5.36139 0.65229 -2.93573  0.00
C25 -3.97765 0.72663 -2.89730  0.00
S1 -2.89774 1.29492 -4.13813  0.00
H11 0.46120 0.71294 -2.97484  -0.01
H12 -0.13823 1.26001 -4.49974  0.00
H13 -3.34566 -0.71717 0.09448  -0.01
H14 -5.79731 -0.83139 0.07467  0.00
H15 -7.09318 0.02908 -1.84833  0.00
H16 -5.91202 0.99740 -3.80054  0.00
O1 -0.35073 -1.57149 3.09195  -0.01
C26 0.84380 -1.55085 2.85470  -0.03
C27 1.88348 -2.03360 3.86831  0.01
C28 3.20118 -1.83770 3.14747  0.01
C29 2.78809 -1.23979 1.79895  0.02
O2 3.59928 -0.90810 0.95188  0.01
N3 1.43016 -1.12360 1.69672  0.09
H17 1.65555 -3.07084 4.12044  0.00
H18 1.77946 -1.44362 4.78067  0.00
H19 3.75467 -2.75966 2.96551  0.00
H20 3.88274 -1.13786 3.63274  0.00
C30 1.03400 -6.59277 -0.13195  0.00
C31 0.98743 -5.08358 0.01133  0.00
C32 2.22741 -4.51174 0.66793  0.01
O3 -0.13331 -4.73006 0.83574  0.00
P2 -1.45837 -4.11087 0.11947  0.04
S2 -2.21604 -5.42738 -1.12150  0.01
S3 -1.10337 -2.30472 -0.61427  0.03
O4 -2.36509 -3.85344 1.42077  0.00
C33 -2.55406 -4.68778 2.57874  0.00
C34 -2.58464 -6.17630 2.27416  0.00
C35 -1.52351 -4.31741 3.63235  0.00
H21 1.87606 -6.88025 -0.76323  0.00
H22 0.11018 -6.95836 -0.57516  0.00
H23 1.16573 -7.05515 0.84878  0.00
H24 0.85621 -4.61617 -0.97209  0.00
H25 2.39388 -4.98442 1.63912  0.00
H26 2.09475 -3.44085 0.80865  0.00
H27 3.10597 -4.67488 0.04448  0.00
H28 -3.54741 -4.39234 2.94017  0.00
H29 -1.61745 -6.52612 1.92065  0.00
H30 -3.32216 -6.40720 1.50856  0.00
H31 -2.83584 -6.70955 3.19501  0.00
H32 -0.52663 -4.59333 3.29497  0.00
H33 -1.74104 -4.83693 4.57002  0.00
H34 -1.52751 -3.24476 3.80615  0.00
C36 -2.04749 0.81735 1.80485  -0.02
C37 -2.94439 1.28098 2.92348  0.00
C38 -2.82548 0.70362 4.18915  0.01
C39 -3.60795 1.14141 5.24233  0.00
C40 -4.52760 2.16821 5.05666  0.00
C41 -4.65760 2.74433 3.80278  0.00
C42 -3.87333 2.30015 2.74664  0.00
H35 -2.47447 1.14550 0.85018  -0.01
H36 -2.04621 -0.28125 1.82498  -0.05
H37 -2.10544 -0.09538 4.32187  0.00
H38 -3.50461 0.67831 6.21680  0.00
H39 -5.14004 2.51108 5.88144  0.00
H40 -5.37556 3.54027 3.64181  0.00
H41 -3.98259 2.74609 1.76385  0.00
C43 -0.59459 1.28470 1.89394  0.58
H42 -0.09065 0.86928 2.76616  -0.04
H43 -0.53453 2.37191 1.88667  -0.02

Atoms 1-2, force components in eV/Å:
Ru -0.167 0.085 0.670
F 0.121 -0.037 0.273

Values from the calculation:
E_LUMO (spin up / spin down)   3.8 / 3.8 eV
Expectation value of S²   8.78
Total charge   -2
Spin multiplicity   6
HOMO-LUMO gap (spin up / spin down)   0.1443 / 0.2425 hartree
Strongest force on any atom   0.0135 Eh/bohr